*w*
DFT (ωB97M-V/def2-TZVPD) results for the ion CHO3PS2 with charge -2.

Last column: Mulliken charge in e.
Cartesian coordinates (Å):
O (-1.40, -0.23, -1.58)  -0.61
P (-0.67, -0.64, -0.40)  0.80
O (-1.13, -1.81, 0.35)  -0.59
O (1.31, -0.84, -0.40)  -0.67
C (-0.26, 1.17, 0.60)  -0.13
S (0.51, 2.47, -0.07)  -0.48
S (-0.57, 0.82, 2.25)  -0.49
H (2.21, -0.94, -0.75)  0.17

Properties
Orbital gap in hartree: 0.20422
Charge: -2
HOMO energy in eV: 0.36
SMILES: O=[P@@]([O-])(O)C(=S)[S-]

***

*x*
DFT (ωB97M-V/def2-TZVPD) results for the ion CHO3PS2 with charge -2.

Last column: Mulliken charge in e.
Cartesian coordinates (Å):
O (-2.38, -0.40, -0.37)  -0.57
C (-2.14, 0.75, -0.57)  0.30
S (-3.18, 1.89, -1.23)  -0.56
P (-0.43, 1.51, -0.07)  0.48
O (-0.42, 2.75, 1.44)  -0.86
O (0.26, 0.20, 0.58)  -0.47
S (0.74, 1.98, -1.66)  -0.66
H (-0.64, -0.26, 0.79)  0.34

Properties
Orbital gap in hartree: 0.23147
Charge: -2
HOMO energy in eV: -0.36
SMILES: [O-]C(=S)[P@@]([O-])(O)=S

***

Structures ranked by computed energy, the most stable listed first: *w*, *x*.

***

*w*
DFT (ωB97M-V/def2-TZVPD) results for a structure of composition C2H4ClOP.

Last column: Mulliken spin population.
Cartesian coordinates (Å):
C (-0.29, -1.69, -1.07)  0.65
C (0.32, 0.08, 0.40)  0.02
O (0.57, -1.14, -0.31)  0.10
P (0.19, -2.94, -3.03)  1.10
Cl (-1.60, -2.86, -3.92)  0.11
H (-1.19, -1.14, -1.35)  0.02
H (1.30, 0.64, 0.52)  0.01
H (-0.01, -0.12, 1.45)  0.00
H (-0.41, 0.78, -0.07)  -0.01

Properties
Orbital gap (spin up / spin down) in hartree: 0.27331 / 0.28978
Charge: 0
HOMO energy (spin up / spin down) in eV: -6.75 / -8.89
<S²>: 2.011
2S+1: 3

***

*x*
DFT (ωB97M-V/def2-TZVPD) results for an isolated molecule of C2H4ClOP.

Last column: Mulliken spin population.
Cartesian coordinates (Å):
C (0.95, 0.29, -1.05)  0.01
C (0.28, -0.20, 0.18)  0.75
O (-1.60, -0.36, 2.04)  0.12
P (-1.27, 0.29, 0.58)  0.94
Cl (0.70, -0.64, -2.64)  0.12
H (2.03, 0.31, -0.90)  0.02
H (0.59, 1.28, -1.35)  0.02
H (0.85, -0.78, 0.88)  0.02
H (-2.53, -0.20, 2.27)  -0.01

Properties
Orbital gap (spin up / spin down) in hartree: 0.25671 / 0.27069
Charge: 0
HOMO energy (spin up / spin down) in eV: -6.28 / -9.90
<S²>: 2.008
2S+1: 3

***

Structures ranked by computed energy, the most stable listed first: *x*, *w*.